# 1
{"formula": "C41H61N4", "method": "ωB97M-V with the def2-TZVPD basis set", "elements": ["C", "C", "C", "C", "N", "C", "N", "C", "C", "C", "N", "C", "C", "N", "C", "C", "C", "C", "C", "C", "C", "C", "C", "C", "C", "C", "C", "C", "C", "C", "C", "C", "C", "H", "H", "H", "H", "H", "H", "H", "H", "H", "H", "H", "H", "H", "H", "H", "H", "H", "H", "H", "H", "H", "H", "H", "H", "H", "H", "H", "H", "H", "H", "H", "H", "H", "H", "H", "H", "H", "H", "H", "H", "H", "H", "H", "H", "H", "H", "H", "H", "H", "C", "C", "C", "C", "C", "C", "H", "H", "H", "H", "H", "H", "C", "C", "C", "C", "C", "C", "H", "H", "H", "H", "H", "H"], "xyz": [[3.39, -3.15, 3.69], [3.64, -2.55, 2.70], [3.94, -1.83, 1.51], [5.05, -0.82, 1.68], [5.20, -0.06, 0.44], [5.20, -0.80, -0.70], [5.87, -0.40, -1.74], [6.73, 0.72, -1.87], [6.35, 1.99, -1.58], [7.30, 2.96, -1.72], [8.52, 2.75, -2.16], [8.84, 1.51, -2.46], [7.99, 0.47, -2.31], [4.50, -1.98, -0.89], [3.12, -1.72, -1.51], [2.13, -2.78, -1.13], [0.85, -2.69, -1.96], [0.40, -4.07, -2.42], [-1.10, -4.23, -2.49], [-1.73, -4.60, -1.14], [-2.90, -3.71, -0.76], [-4.23, -4.42, -0.57], [-5.37, -3.57, -1.04], [-5.47, -2.26, -0.31], [-6.09, -1.22, -1.19], [-6.56, 0.03, -0.49], [-5.44, 0.73, 0.24], [-4.72, 1.76, -0.61], [-3.54, 1.09, -1.27], [-2.87, 1.92, -2.34], [-1.51, 1.38, -2.80], [-1.33, -0.11, -2.69], [4.47, -2.70, 0.39], [3.08, -3.66, 4.54], [3.06, -1.28, 1.21], [5.95, -1.37, 1.85], [4.92, -0.17, 2.51], [4.59, 0.74, 0.38], [5.76, -0.99, -2.56], [5.37, 2.24, -1.25], [7.06, 3.95, -1.47], [9.81, 1.33, -2.84], [8.31, -0.52, -2.55], [2.75, -0.73, -1.30], [3.26, -1.78, -2.57], [1.85, -2.66, -0.11], [2.56, -3.75, -1.25], [1.02, -2.06, -2.81], [0.08, -2.24, -1.37], [0.79, -4.25, -3.40], [0.81, -4.82, -1.77], [-1.33, -5.01, -3.19], [-1.55, -3.34, -2.86], [-2.07, -5.61, -1.19], [-0.97, -4.57, -0.38], [-3.03, -2.96, -1.52], [-2.66, -3.22, 0.16], [-4.34, -4.72, 0.45], [-4.22, -5.33, -1.14], [-5.20, -3.33, -2.08], [-6.31, -4.08, -0.98], [-4.48, -1.95, -0.05], [-6.02, -2.36, 0.60], [-5.36, -0.96, -1.94], [-6.92, -1.66, -1.72], [-7.34, -0.22, 0.20], [-6.99, 0.69, -1.22], [-4.70, 0.03, 0.57], [-5.83, 1.20, 1.12], [-5.37, 2.11, -1.38], [-4.38, 2.58, 0.00], [-3.92, 0.20, -1.75], [-2.83, 0.78, -0.53], [-2.76, 2.91, -1.96], [-3.51, 1.92, -3.19], [-0.72, 1.90, -2.31], [-1.42, 1.62, -3.84], [-2.16, -0.63, -3.12], [-0.45, -0.41, -3.23], [-1.22, -0.44, -1.68], [5.49, -2.90, 0.64], [4.00, -3.66, 0.31], [5.00, 5.50, 2.75], [4.21, 6.23, 1.88], [4.58, 6.36, 0.55], [5.75, 5.76, 0.09], [6.55, 5.03, 0.97], [6.17, 4.91, 2.30], [4.72, 5.40, 3.79], [3.31, 6.70, 2.24], [3.97, 6.94, -0.12], [6.03, 5.88, -0.94], [7.47, 4.57, 0.63], [6.80, 4.36, 2.99], [-6.46, 1.27, 4.49], [-5.71, 2.39, 4.20], [-5.72, 3.48, 5.07], [-6.48, 3.43, 6.23], [-7.23, 2.30, 6.52], [-7.23, 1.22, 5.65], [-6.46, 0.42, 3.81], [-5.11, 2.43, 3.30], [-5.13, 4.36, 4.84], [-6.48, 4.27, 6.91], [-7.82, 2.27, 7.42], [-7.82, 0.34, 5.88]], "gap_ha": 0.25100, "charge": 1, "spin_multiplicity": 1}

=====

# 2
{"formula": "C41H63Cl5N6O4", "method": "ωB97M-V with the def2-TZVPD basis set", "elements": ["C", "N", "C", "C", "C", "C", "C", "C", "C", "C", "N", "C", "C", "C", "H", "H", "H", "H", "H", "H", "H", "H", "H", "H", "H", "H", "H", "H", "C", "N", "C", "C", "C", "C", "C", "C", "C", "C", "N", "C", "C", "C", "H", "H", "H", "H", "H", "H", "H", "H", "H", "H", "H", "H", "H", "H", "C", "C", "C", "C", "N", "C", "C", "C", "C", "C", "H", "H", "H", "H", "H", "H", "H", "H", "H", "H", "H", "H", "H", "H", "H", "H", "H", "H", "H", "H", "Cl", "O", "O", "O", "O", "Cl", "C", "C", "Cl", "H", "H", "H", "H", "Cl", "C", "C", "Cl", "H", "H", "H", "H", "C", "C", "C", "C", "N", "H", "H", "H", "H", "H", "H", "H"], "xyz": [[5.54, -0.95, 0.73], [4.58, 0.03, 1.31], [3.61, 0.47, 0.48], [2.63, 1.29, 1.02], [2.66, 1.64, 2.36], [3.62, 1.08, 3.20], [4.61, 0.31, 2.62], [1.69, 2.63, 2.90], [0.91, 2.26, 3.99], [0.03, 3.21, 4.50], [-0.07, 4.44, 3.96], [0.71, 4.82, 2.93], [1.61, 3.91, 2.40], [-1.10, 5.35, 4.53], [6.18, -0.37, 0.06], [4.99, -1.73, 0.21], [6.09, -1.48, 1.50], [3.69, 0.21, -0.57], [1.88, 1.69, 0.35], [3.56, 1.13, 4.28], [5.30, -0.29, 3.21], [1.04, 1.29, 4.46], [-0.57, 2.95, 5.36], [0.59, 5.83, 2.58], [2.28, 4.25, 1.62], [-2.01, 5.09, 3.99], [-0.75, 6.38, 4.47], [-1.26, 5.17, 5.59], [2.94, -6.39, 3.68], [2.89, -5.62, 2.40], [3.12, -6.24, 1.22], [2.98, -5.54, 0.05], [2.62, -4.19, 0.02], [2.39, -3.59, 1.26], [2.49, -4.35, 2.43], [2.58, -3.48, -1.29], [3.73, -3.53, -2.08], [3.78, -2.71, -3.21], [2.76, -1.92, -3.52], [1.59, -1.93, -2.83], [1.51, -2.68, -1.67], [2.92, -0.89, -4.57], [1.94, -6.32, 4.11], [3.65, -5.90, 4.34], [3.17, -7.42, 3.47], [3.45, -7.27, 1.21], [3.12, -6.07, -0.89], [2.01, -2.58, 1.34], [2.34, -3.89, 3.39], [4.49, -4.29, -1.98], [4.68, -2.58, -3.79], [0.80, -1.26, -3.15], [0.61, -2.57, -1.09], [3.39, 0.00, -4.17], [1.95, -0.71, -5.02], [3.58, -1.16, -5.40], [-2.32, -5.14, 2.99], [-1.21, -4.08, 3.09], [-1.51, -2.82, 2.25], [-2.45, -1.94, 3.04], [-2.86, -0.65, 2.35], [-4.13, 0.00, 2.94], [-4.89, 0.58, 1.75], [-4.11, 0.22, 0.49], [-3.27, -0.95, 0.90], [-1.72, 0.33, 2.29], [-3.28, -4.70, 2.72], [-2.40, -5.70, 3.92], [-2.06, -5.91, 2.27], [-0.26, -4.54, 2.77], [-0.93, -3.81, 4.11], [-1.93, -3.14, 1.29], [-0.56, -2.31, 2.03], [-1.97, -1.56, 3.94], [-3.36, -2.47, 3.33], [-3.82, 0.76, 3.66], [-4.57, -0.84, 3.46], [-5.12, 1.65, 1.73], [-5.92, 0.20, 1.83], [-3.50, 1.11, 0.25], [-4.62, 0.21, -0.47], [-2.39, -1.17, 0.30], [-3.89, -1.85, 0.99], [-0.77, -0.13, 2.00], [-1.62, 0.71, 3.31], [-1.94, 1.08, 1.54], [-0.37, 1.37, -1.54], [-0.15, 0.13, -0.82], [-0.50, 2.41, -0.56], [0.75, 1.71, -2.41], [-1.56, 1.12, -2.33], [0.78, 5.61, -5.51], [0.73, 3.88, -5.00], [2.05, 3.18, -5.25], [2.31, 2.86, -6.96], [-0.07, 3.37, -5.52], [0.53, 3.86, -3.93], [1.95, 2.20, -4.76], [2.94, 3.58, -4.76], [-3.69, 1.69, -6.56], [-3.30, 0.26, -5.60], [-2.04, -0.41, -6.15], [-0.59, 0.58, -5.88], [-4.17, -0.40, -5.65], [-3.18, 0.54, -4.55], [-2.15, -0.50, -7.23], [-1.93, -1.42, -5.76], [-3.52, 5.71, -1.48], [-2.95, 4.85, -2.61], [-3.73, 3.57, -2.87], [-5.16, 3.77, -3.14], [-6.27, 3.96, -3.33], [-3.46, 5.14, -0.54], [-4.56, 6.04, -1.55], [-2.91, 6.60, -1.35], [-1.89, 4.65, -2.44], [-2.93, 5.46, -3.51], [-3.75, 2.88, -2.03], [-3.31, 3.11, -3.77]], "gap_ha": 0.18215, "charge": 4, "spin_multiplicity": 1}